A structure of composition C13H25AlF12N2O18S7 at a distorted geometry. Source: OMol25; level of theory: ωB97M-V/def2-TZVPD.

Output
Strongest force on any atom ... 7.5 eV/A
Frontier orbital gap (spin up / spin down) ... 8.424 / 5.825 eV
HOMO level (spin up / spin down) ... -6.7 / -6.7 eV
E_tot ... -168767.64865 eV
Relative energy (zero: lowest compared OMol25 entry of this formula, charge and spin) ... 0.0 kcal/mol
2S+1 ... 2
Charge ... -1

XYZ file:
```
78
Properties=species:S:1:pos:R:3:lowdin_charge:R:1
H 0.292 -4.053 0.178 0.0355
O -3.290 -3.436 -0.477 -0.3102
C -5.050 -1.314 -1.048 -0.5360
H -5.001 3.355 3.373 0.1062
O -0.496 -3.956 -3.242 -0.2663
C 0.198 -4.558 -0.783 -0.0897
H 6.789 2.783 0.407 0.0811
O -2.001 2.424 0.971 -0.3888
F 4.082 0.995 2.284 0.1552
H 5.773 3.764 -1.670 0.1072
H -6.091 1.023 3.209 0.0903
F -5.933 -2.192 -0.518 0.1107
H 7.053 4.522 0.384 0.0730
S 0.569 -3.342 -2.140 0.7590
H -2.970 3.040 4.352 0.0564
H -7.255 2.493 3.142 0.0716
H -1.065 -5.815 -3.920 0.1205
H 3.320 5.032 -2.645 0.0611
F 2.559 2.269 2.984 0.1406
O 0.477 0.477 2.834 -0.3224
S 2.913 -1.507 0.824 0.5678
H -1.708 1.987 3.636 0.0486
H -0.245 -4.672 -5.989 0.0684
S -2.921 3.165 1.816 0.6744
F -1.830 -2.685 3.681 0.0935
Al -0.321 0.735 -0.693 1.0702
O 1.900 -1.421 3.460 -0.2975
H 1.889 4.488 -1.728 0.0579
H 0.750 -6.070 -5.730 0.0752
H 5.809 3.809 1.419 0.0773
O -2.920 -0.251 2.400 -0.3362
F -1.917 -3.935 1.808 0.1116
H -1.447 3.697 3.603 0.0599
O 1.966 -3.612 -2.642 -0.3192
C -2.230 2.941 3.557 -0.0707
O 4.096 3.224 -0.532 -0.2454
N -2.385 -1.091 0.207 -0.3405
H -5.688 3.744 1.706 0.1222
O -4.231 -2.124 1.731 -0.2987
S 3.376 2.738 -1.910 0.6466
S -2.959 -1.480 1.562 0.5220
O -4.346 2.346 1.861 -0.2687
O 4.378 2.434 -2.935 -0.3078
O -0.576 3.265 -1.931 -0.0950
O 2.326 1.783 -1.562 -0.3707
C 5.299 4.001 -0.717 -0.2639
H 2.119 3.863 -3.465 0.0720
H 0.483 -5.837 -3.284 0.1038
O 4.059 -1.424 1.757 -0.3233
F 4.513 -0.193 -0.642 0.1390
S 1.702 -0.230 2.610 0.6832
F 2.813 -1.081 -1.834 0.0834
F -5.341 -1.257 -2.373 0.0959
F -0.502 -2.250 1.927 0.1418
C -0.170 -5.194 -3.874 -0.2895
H -0.816 -4.958 -0.770 0.0645
O -2.605 -1.891 -2.276 -0.3326
H 0.808 -5.449 -0.935 0.0645
O -3.123 4.595 1.619 -0.3070
S -3.215 -2.074 -0.950 0.6871
O 2.234 -2.818 0.740 -0.3340
C 6.286 3.749 0.441 -0.0546
C 3.792 -1.248 -0.891 -0.6601
F -5.108 -0.065 -0.461 0.0953
H 1.259 -4.406 -5.319 0.0704
C -6.475 1.892 2.675 -0.0331
O 0.102 -1.982 -1.697 -0.4082
F 4.588 -2.255 -1.125 0.1745
H -0.890 3.944 -2.560 0.0277
H 5.030 5.057 -0.725 0.1119
C 3.067 1.054 3.060 -0.7003
C 2.565 4.251 -2.550 -0.1030
F 3.530 0.867 4.312 0.1256
C -1.655 -2.706 2.304 -0.5935
C 0.443 -5.128 -5.278 -0.0732
H -6.868 1.566 1.712 0.0743
N 1.840 -0.397 0.844 -0.3122
C -5.401 2.981 2.431 -0.3269
```